# C2H6ClNO2S

A 2-piece molecular cluster, C2H6ClNO2S overall (the ωB97M-V functional and the def2-TZVPD basis, the Open Molecules 2025 dataset).

## Properties
Total energy   -31109.8653 eV
HOMO energy (alpha / beta)   -8.92 / -9.14 eV
M   143.595 Da
Lowest unoccupied orbital energy (alpha / beta)   0.42 / -1.02 eV
Orbital gap (alpha / beta)   9.34 / 8.12 eV
Maximum force   2.35 eV Å⁻¹
Relative energy (zero: lowest compared OMol25 entry of this formula, charge and spin)   80.8 kcal per mole
Total charge   0

Last column: Löwdin charge in e.
Cartesian coordinates (Å):
C: 0.778 -0.351 1.191  -0.472
C: 1.022 1.102 0.690  -0.540
N: -2.263 -0.954 -1.171  -0.028
O: 1.671 -1.273 -1.146  -0.556
O: -2.039 0.264 -1.777  -0.165
S: 0.550 -1.532 -0.154  0.890
Cl: -0.499 2.144 0.622  0.548
H: 1.744 -0.658 1.664  0.095
H: -0.046 -0.505 1.833  0.055
H: 1.500 1.096 -0.261  0.051
H: 1.699 1.463 1.408  0.049
H: -2.283 -1.638 -1.943  0.040
H: -1.836 0.843 -0.957  0.033

---

# C2H6ClO2PS

C2H6ClO2PS as an isolated structure (the ωB97M-V functional and the def2-TZVPD basis, the Open Molecules 2025 dataset).

## Properties
Total energy   -38909.9808 eV
HOMO energy   -8.10 eV
M   160.562 Da
Lowest unoccupied orbital energy   0.17 eV
Orbital gap   8.28 eV
Maximum force   9.64 eV Å⁻¹
Relative energy (zero: lowest compared OMol25 entry of this formula, charge and spin)   99.1 kcal per mole
Total charge   0

Last column: Löwdin charge in e.
Cartesian coordinates (Å):
C: 0.360 -1.633 0.793  -0.445
C: 0.822 1.961 -0.835  -0.313
O: 0.085 -2.191 -0.328  0.002
O: -0.008 -0.231 0.630  -0.440
P: -0.286 0.489 -0.787  0.581
S: -2.208 1.498 -0.437  0.094
Cl: -3.059 -0.103 0.468  0.041
H: -0.146 -2.028 1.645  0.123
H: 1.580 -1.738 1.022  0.183
H: -0.017 -2.838 0.374  0.084
H: 0.308 2.782 -1.414  0.052
H: 0.809 2.181 0.207  0.013
H: 1.761 1.852 -1.338  0.026